(1)
Formula: C24H16Co2NO7
Source: the OMol25 dataset
Level of theory: ωB97M-V with the def2-TZVPD basis set

```
50
C24H16Co2NO7 ωB97M-V with the def2-TZVPD basis set
O -2.0955 0.9827 -2.3730
C -1.0554 0.5860 -2.0557
Co 0.4038 -0.1445 -1.4951
C 1.4627 1.2968 -1.5398
O 2.0615 2.2859 -1.5275
C -0.1671 -0.5790 0.0805
O -0.6346 -0.8810 1.1051
C 0.0297 -1.9158 -2.3146
C -1.2259 -2.6430 -2.2033
C -1.6799 -3.0701 -0.9416
C -3.0097 -3.4533 -0.7747
C -3.8554 -3.5267 -1.8815
C -3.3230 -3.3818 -3.1647
C -1.9962 -2.9801 -3.3398
C 0.9136 -1.7539 -3.4017
C 0.9068 -1.2544 -4.6492
Co 1.7507 -2.1794 -1.9156
C 1.8319 -2.7356 -0.1696
O 2.0822 -3.1128 0.8967
C 3.0778 -1.0035 -2.0152
O 4.0453 -0.3896 -2.1833
C 2.6234 -3.5104 -2.6297
O 3.3007 -4.3020 -3.1328
H -0.9725 -3.0737 -0.1090
H -3.3662 -3.6830 0.2282
H -4.9109 -3.7457 -1.7445
H -3.9512 -3.5781 -4.0318
H -1.5518 -2.8848 -4.3360
H 1.7631 -1.4159 -5.3001
H 0.0052 -0.8005 -5.0589
C -2.6184 1.8278 3.6723
O -1.2687 1.6023 3.1885
C -0.4390 2.6785 3.1228
C -0.7518 3.9921 3.5522
C 0.2461 4.9729 3.6165
C 1.5703 4.6997 3.2529
C 1.8722 3.4290 2.7888
C 0.8835 2.4179 2.6879
C 1.5550 1.2239 2.2624
C 2.9146 1.5095 2.1934
N 3.0921 2.8474 2.4861
H -3.0826 0.8424 3.6701
H -2.6103 2.2450 4.6894
H -3.1639 2.5086 3.0027
H -1.7694 4.2087 3.8918
H -0.0412 5.9633 3.9698
H 2.3427 5.4467 3.3581
H 1.0917 0.2543 2.1606
H 3.7361 0.8430 1.9243
H 3.9780 3.3343 2.4877
```

The value obtained for the lowest unoccupied orbital energy is 0.0993 Eh. The value obtained for the HOMO energy is -0.131 hartree. As for the charge: -1. The value obtained for the HOMO-LUMO gap is 6.27 eV. For the electronic energy, the calculation gives -4271.105404 Eh. Its energy above the lowest of the compared OMol25 structures with the same formula, charge and spin is 0.000 eV.

(2)
Formula: C24H17BrCoN5O4S3
Source: the OMol25 dataset
Level of theory: ωB97M-V with the def2-TZVPD basis set

```
55
C24H17BrCoN5O4S3 ωB97M-V with the def2-TZVPD basis set
Co 1.4538 -0.3406 0.0277
Br -0.3165 -3.4950 1.4369
C -1.1862 -1.8712 1.0487
C -2.5548 -1.9133 1.2717
C -3.3322 -0.8293 0.9286
C -2.7110 0.2496 0.3375
C -1.3450 0.2263 0.1609
N -0.5453 -0.8048 0.5412
C -0.6901 1.4229 -0.5203
O -1.4082 2.2990 -0.9676
O 0.5771 1.3710 -0.4918
H -2.9838 -2.8066 1.6986
H -4.4011 -0.8437 1.0964
H -3.2351 1.1292 -0.0065
S 3.3015 -4.1556 1.0580
C 3.0366 -3.3216 2.5361
C 2.4673 -2.0994 2.3603
C 2.2450 -1.8139 0.9869
C 2.6617 -2.8270 0.1780
C 2.2075 -2.7691 -1.1894
C 2.4592 -3.6749 -2.2184
C 1.9275 -3.4397 -3.4682
C 1.1635 -2.2972 -3.6932
C 0.9586 -1.4345 -2.6383
N 1.4437 -1.6782 -1.4177
H 3.3402 -3.7772 3.4655
H 2.2357 -1.4305 3.1758
H 3.0776 -4.5403 -2.0220
H 2.1151 -4.1363 -4.2751
H 0.7397 -2.0800 -4.6623
H 0.3905 -0.5185 -2.7470
N 3.8779 7.0901 2.3969
C 3.6903 5.7163 2.4563
C 2.5536 5.1368 1.8821
C 2.3366 3.7792 1.9757
C 3.2607 2.9839 2.6489
C 4.3966 3.5404 3.2189
C 4.6082 4.9044 3.1246
S 2.9637 1.2575 2.7800
O 1.7446 1.0212 3.5026
O 4.1823 0.6450 3.2437
N 2.6323 0.8470 1.2437
C 3.5734 0.8389 0.2853
S 5.2621 1.1976 0.3527
C 5.3638 0.7564 -1.3306
C 4.1680 0.3451 -1.7957
N 3.1413 0.4155 -0.8825
H 3.3872 7.5723 1.6624
H 4.8216 7.4144 2.5265
H 1.8416 5.7620 1.3565
H 1.4705 3.3240 1.5110
H 5.1049 2.8992 3.7252
H 5.4905 5.3481 3.5702
H 6.2921 0.8381 -1.8684
H 3.9678 0.0168 -2.8051
```

The value obtained for the lowest unoccupied orbital energy (spin up / spin down) is -0.0085 / -0.0081 Eh. The value obtained for the HOMO energy (spin up / spin down) is -0.295 / -0.295 hartree. The value obtained for the HOMO-LUMO gap (spin up / spin down) is 7.79 / 7.81 eV. For the electronic energy, the calculation gives -6650.885355 Eh. Its energy above the lowest of the compared OMol25 structures with the same formula, charge and spin is 1.033 eV.

(3)
Formula: C24H17F6N3O8RbS4Te
Source: the OMol25 dataset
Level of theory: ωB97M-V with the def2-TZVPD basis set

```
64
C24H17F6N3O8RbS4Te ωB97M-V with the def2-TZVPD basis set
Rb -0.2764 -1.3099 1.4792
O -2.7887 3.5315 1.7556
C -2.1559 2.4811 1.2019
O -0.9350 2.4395 1.1078
C -3.1238 1.4494 0.7367
C -4.4776 1.7750 0.7088
C -5.3621 0.9025 0.1045
C -4.8574 -0.1982 -0.5086
C -3.4913 -0.4645 -0.4389
N -2.6349 0.3155 0.2410
C -2.9561 -1.5633 -1.3114
O -3.5436 -2.7505 -1.2812
O -2.0831 -1.3014 -2.1012
H -2.1263 4.0062 2.2703
H -4.8302 2.6918 1.1489
H -6.4126 1.1404 0.0753
H -5.4339 -0.8761 -1.1070
H -3.6444 -3.1054 -0.3451
S -2.9318 -4.0733 1.4826
C -1.4144 -4.5025 0.8149
N -0.7048 -3.7453 0.0105
C 0.5959 -4.2130 -0.0876
C 1.6489 -3.4707 -0.6520
C 2.9360 -3.9703 -0.5323
C 3.1926 -5.2419 0.0143
C 2.1322 -5.9722 0.5326
C 0.8532 -5.4314 0.5379
S -0.6080 -5.9824 1.2930
H 1.4220 -2.5073 -1.1200
H 3.7647 -3.3773 -0.9119
H 4.2111 -5.6257 0.0680
H 2.3159 -6.9597 0.9309
F 3.3868 -0.4828 3.4531
C 3.4535 0.8368 3.4223
F 4.5405 1.1493 2.7280
F 3.6670 1.2864 4.6703
S 1.9290 1.6394 2.6494
O 1.9210 1.0925 1.3089
O 2.1310 3.0436 2.8552
N 0.7871 0.9215 3.5221
S -0.5806 1.4911 4.1490
O -0.6164 2.8797 4.5368
O -1.7303 0.9896 3.4463
C -0.5492 0.4493 5.6845
F -0.4252 -0.8426 5.3664
F -1.6830 0.5992 6.3523
F 0.4451 0.7611 6.5349
C 0.6871 0.4248 -3.6169
Te 0.1649 0.9297 -1.5646
C 1.9441 2.1506 -1.8090
C 1.9588 2.5619 -3.2858
C 2.4928 3.7780 -3.7395
C 2.2380 4.1708 -5.0385
C 1.5834 3.3245 -5.9390
C 1.1771 2.0653 -5.5140
C 1.3023 1.6851 -4.1802
H -0.2344 0.1520 -4.1038
H 1.3716 -0.4356 -3.6893
H 2.8138 1.5748 -1.5411
H 1.8915 3.0068 -1.1559
H 3.0435 4.4461 -3.0832
H 2.5673 5.1504 -5.3647
H 1.3500 3.6954 -6.9484
H 0.6918 1.4144 -6.2232
```

The value obtained for the lowest unoccupied orbital energy is 0.0693 Eh. The value obtained for the HOMO energy is -0.192 hartree. As for the charge: -1. The value obtained for the HOMO-LUMO gap is 7.10 eV. For the electronic energy, the calculation gives -4175.209080 Eh. Its energy above the lowest of the compared OMol25 structures with the same formula, charge and spin is 0.000 eV.

(4)
Formula: C24H17N4O2ReS
Source: the OMol25 dataset
Level of theory: ωB97M-V with the def2-TZVPD basis set

```
49
C24H17N4O2ReS ωB97M-V with the def2-TZVPD basis set
Re 0.1821 -0.3442 0.2866
O -3.4527 1.3702 -0.2027
C -2.5995 0.5787 0.0760
N -1.3744 0.8536 0.7388
C -1.4473 1.5011 1.9627
C -2.4952 2.2948 2.4564
C -2.3643 2.8134 3.7192
C -1.2229 2.5536 4.5084
C -0.1984 1.7708 4.0440
C -0.3216 1.2339 2.7494
N 0.5838 0.4559 2.0502
C 1.9387 0.3457 2.4844
O 2.3106 0.3286 3.6219
C 2.8629 0.3872 1.3040
C 4.2255 0.4759 1.4226
C 4.9619 0.6995 0.2617
C 4.2951 0.8474 -0.9400
C 2.9143 0.7097 -0.9743
N 2.2183 0.4555 0.1305
C -2.7407 -0.9036 -0.0980
C -3.9429 -1.4959 -0.3919
C -4.0116 -2.8833 -0.3518
C -2.8760 -3.5968 -0.0178
C -1.6876 -2.9225 0.2226
N -1.6170 -1.5898 0.1833
H -3.3550 2.5179 1.8436
H -3.1499 3.4438 4.1139
H -1.1569 2.9762 5.5017
H 0.6675 1.5597 4.6501
H 4.6768 0.4047 2.4023
H 6.0392 0.7850 0.3065
H 4.8264 1.0651 -1.8556
H 2.3557 0.7905 -1.8950
H -4.7947 -0.8700 -0.6193
H -4.9422 -3.3930 -0.5617
H -2.8890 -4.6756 0.0454
H -0.7711 -3.4537 0.4269
S 1.0920 -2.1643 -0.9599
C 0.8412 -1.2812 -2.4931
C 1.8514 -1.2881 -3.4548
C 1.6875 -0.5836 -4.6380
C 0.5377 0.1670 -4.8622
C -0.4642 0.1874 -3.9078
C -0.3241 -0.5522 -2.7366
H 2.7560 -1.8547 -3.2726
H 2.4679 -0.6108 -5.3876
H 0.4203 0.7210 -5.7838
H -1.3691 0.7555 -4.0801
H -1.1445 -0.5862 -2.0290
```

The expectation value of S² is 0.8718. The value obtained for the lowest unoccupied orbital energy (spin up / spin down) is -0.1859 / -0.1652 Eh. The multiplicity is 2. The value obtained for the HOMO energy (spin up / spin down) is -0.405 / -0.404 hartree. As for the charge: +1. The value obtained for the HOMO-LUMO gap (spin up / spin down) is 5.95 / 6.49 eV. For the electronic energy, the calculation gives -1770.562740 Eh. Its energy above the lowest of the compared OMol25 structures with the same formula, charge and spin is 1.757 eV.

Please write out number 1 again, unchanged.
Formula: C24H16Co2NO7
Source: the OMol25 dataset
Level of theory: ωB97M-V with the def2-TZVPD basis set

```
50
C24H16Co2NO7 ωB97M-V with the def2-TZVPD basis set
O -2.0955 0.9827 -2.3730
C -1.0554 0.5860 -2.0557
Co 0.4038 -0.1445 -1.4951
C 1.4627 1.2968 -1.5398
O 2.0615 2.2859 -1.5275
C -0.1671 -0.5790 0.0805
O -0.6346 -0.8810 1.1051
C 0.0297 -1.9158 -2.3146
C -1.2259 -2.6430 -2.2033
C -1.6799 -3.0701 -0.9416
C -3.0097 -3.4533 -0.7747
C -3.8554 -3.5267 -1.8815
C -3.3230 -3.3818 -3.1647
C -1.9962 -2.9801 -3.3398
C 0.9136 -1.7539 -3.4017
C 0.9068 -1.2544 -4.6492
Co 1.7507 -2.1794 -1.9156
C 1.8319 -2.7356 -0.1696
O 2.0822 -3.1128 0.8967
C 3.0778 -1.0035 -2.0152
O 4.0453 -0.3896 -2.1833
C 2.6234 -3.5104 -2.6297
O 3.3007 -4.3020 -3.1328
H -0.9725 -3.0737 -0.1090
H -3.3662 -3.6830 0.2282
H -4.9109 -3.7457 -1.7445
H -3.9512 -3.5781 -4.0318
H -1.5518 -2.8848 -4.3360
H 1.7631 -1.4159 -5.3001
H 0.0052 -0.8005 -5.0589
C -2.6184 1.8278 3.6723
O -1.2687 1.6023 3.1885
C -0.4390 2.6785 3.1228
C -0.7518 3.9921 3.5522
C 0.2461 4.9729 3.6165
C 1.5703 4.6997 3.2529
C 1.8722 3.4290 2.7888
C 0.8835 2.4179 2.6879
C 1.5550 1.2239 2.2624
C 2.9146 1.5095 2.1934
N 3.0921 2.8474 2.4861
H -3.0826 0.8424 3.6701
H -2.6103 2.2450 4.6894
H -3.1639 2.5086 3.0027
H -1.7694 4.2087 3.8918
H -0.0412 5.9633 3.9698
H 2.3427 5.4467 3.3581
H 1.0917 0.2543 2.1606
H 3.7361 0.8430 1.9243
H 3.9780 3.3343 2.4877
```

The value obtained for the lowest unoccupied orbital energy is 0.0993 Eh. The value obtained for the HOMO energy is -0.131 hartree. As for the charge: -1. The value obtained for the HOMO-LUMO gap is 6.27 eV. For the electronic energy, the calculation gives -4271.105404 Eh. Its energy above the lowest of the compared OMol25 structures with the same formula, charge and spin is 0.000 eV.

Q: Among the records above, which one has the highest electronic energy?
A: C24H17N4O2ReS

Q: Among the records above, which one has the highest energy above the lowest of the compared OMol25 structures with the same formula, charge and spin?
A: C24H17N4O2ReS

Q: The highest electronic energy belongs to which entry?
A: C24H17N4O2ReS